DFT (ωB97M-V/def2-TZVPD) results for C5H3N3O2 in the gas phase in a non-equilibrium geometry.

The geometry in XYZ format:
```
13
Properties=species:S:1:pos:R:3:forces:R:3
N -1.99990 2.79214 -0.05024 -0.2 0.2 0.0
C -1.18340 1.98703 -0.00202 -0.3 0.7 -0.1
C -0.15836 1.05086 0.02140 -0.5 -6.6 0.0
C 1.21991 1.12425 0.01745 -0.1 0.0 0.0
C 1.77805 -0.14951 -0.00173 0.1 0.4 0.0
N 0.82065 -1.08735 -0.01344 -0.4 -0.5 0.1
C -0.41932 -0.57506 0.00549 1.7 6.6 0.0
N -1.57187 -1.33747 0.00616 -0.5 -0.7 0.0
O -2.65471 -0.79323 0.06844 0.1 0.2 0.0
O -1.38614 -2.55089 -0.05487 -0.1 -0.3 0.0
H 1.77668 2.04185 0.02954 0.2 0.1 0.0
H 2.81826 -0.41046 -0.01161 0.1 -0.1 0.0
H 0.96015 -2.09217 -0.01456 0.0 0.2 0.0
```
Positions in Å, forces in eV/Å.

Its energy above the lowest of the compared OMol25 structures with the same formula, charge and spin is 384.58 kJ/mol. The value obtained for the HOMO-LUMO gap is 8.141 eV. The SMILES is N#Cc1cc[nH]c1[N+](=O)[O-]. For the calculated total energy, the calculation gives -13794.50432 eV.

---

DFT (ωB97M-V/def2-TZVPD) results for C5H3N3O5 in the gas phase in a non-equilibrium geometry.

The geometry in XYZ format:
```
16
Properties=species:S:1:pos:R:3:forces:R:3
O -4.00188 -2.12248 0.22681 1.9 2.2 -0.3
C -3.12137 -1.32932 0.09215 -2.6 -2.7 0.4
N -2.11895 -0.70956 -0.08664 1.4 0.5 0.0
C -1.61401 0.62857 -0.00702 -0.7 -0.5 0.0
O -2.36210 1.55476 0.03025 0.2 0.2 0.0
N -0.23782 0.64115 0.01198 0.3 -0.9 0.3
C 0.52524 1.85037 -0.12126 -0.2 -1.4 0.1
O -0.00094 2.89229 -0.27790 0.5 1.1 -0.2
N 1.89458 1.50478 0.00866 -0.5 0.5 0.2
C 1.97413 0.25444 0.26827 -1.6 2.2 -1.3
O 3.05600 -0.29431 0.63494 4.7 -1.4 0.2
C 0.66053 -0.53940 0.03470 -0.3 0.5 3.0
O 0.66501 -1.20414 -1.11830 1.3 0.5 -2.6
H 3.97951 0.21137 0.48844 -3.5 -1.0 0.4
H 0.48226 -1.32528 0.83229 -0.1 1.6 -0.1
H 0.21981 -2.01324 -1.01738 -0.9 -1.6 0.0
```
Positions in Å, forces in eV/Å.

Its energy above the lowest of the compared OMol25 structures with the same formula, charge and spin is 0.00 kJ/mol. The value obtained for the HOMO-LUMO gap is 10.501 eV. The SMILES is O=C=NC(=O)N1C(=O)N=C(O)[C@@H]1O. For the calculated total energy, the calculation gives -19941.01460 eV.

---

DFT (ωB97M-V/def2-TZVPD) results for C5H3NO in the gas phase in a non-equilibrium geometry.

The geometry in XYZ format:
```
10
Properties=species:S:1:pos:R:3:forces:R:3
C 2.36650 -0.29004 0.51542 -0.8 -0.2 -0.2
C 1.20117 -0.53006 0.30104 0.2 -0.3 -0.5
C -0.22961 -0.82381 0.08405 -0.6 -0.7 -0.5
C -1.15931 0.22983 -0.39174 -1.1 0.0 -0.4
O -2.08647 -0.22827 -1.03782 -0.6 1.6 0.1
C -1.02858 1.66718 -0.22977 0.1 1.2 0.3
N -0.96684 2.81644 -0.13225 0.0 -1.0 0.0
H 3.41086 -0.09028 0.67859 -0.5 0.0 0.0
H -0.84800 -1.41666 -0.73519 3.2 -1.0 0.9
H -0.65972 -1.33431 0.94768 0.0 0.5 0.4
```
Positions in Å, forces in eV/Å.

Its energy above the lowest of the compared OMol25 structures with the same formula, charge and spin is 297.14 kJ/mol. The value obtained for the HOMO-LUMO gap is 9.779 eV. The SMILES is C#CCC(=O)C#N. For the calculated total energy, the calculation gives -8766.92675 eV.

---

DFT (ωB97M-V/def2-TZVPD) results for C5H3NO in the gas phase.

The geometry in XYZ format:
```
10
Properties=species:S:1:pos:R:3:forces:R:3
C -0.58594 1.16123 -0.56349 0.1 -0.5 -0.5
C -0.30758 0.42955 -1.50699 -0.3 0.2 0.6
C 0.46438 -0.78213 -1.48520 0.0 -0.2 0.1
N 0.44959 -1.56347 -0.45918 0.2 0.4 -0.4
O -0.51058 -1.14920 0.53569 -0.1 0.0 0.1
C -0.14708 -0.03921 1.26149 0.0 0.2 0.0
C -0.49999 1.20263 0.85691 0.3 -0.1 -0.1
H 1.13891 -1.11190 -2.27007 -0.1 0.2 0.0
H 0.46382 -0.23036 2.14059 -0.4 -0.1 0.2
H -0.46553 2.08287 1.49025 0.2 -0.1 -0.2
```
Positions in Å, forces in eV/Å.

Its energy above the lowest of the compared OMol25 structures with the same formula, charge and spin is 500.62 kJ/mol. The value obtained for the HOMO-LUMO gap is 9.339 eV. The SMILES is C1#CC=NOC=C1. For the calculated total energy, the calculation gives -8764.81785 eV.

---

DFT (ωB97M-V/def2-TZVPD) results for 2 unconnected molecules or ions with the total composition C5H3NO in a non-equilibrium geometry.

The geometry in XYZ format:
```
10
Properties=species:S:1:pos:R:3:forces:R:3
N -1.39251 1.27700 1.75379 1.0 -0.5 -0.2
C -0.34204 0.81742 1.57898 -0.9 0.4 0.1
C 0.95237 0.25789 1.41991 0.1 0.0 -0.1
C 1.48187 -0.06233 0.24411 0.4 -0.2 -0.7
O 2.03004 -0.35836 -0.73023 -0.5 0.3 1.0
H 1.57663 0.07552 2.28762 -0.1 0.0 -0.1
C -0.69521 -0.78320 -2.00985 -0.4 0.2 0.3
C -1.46582 -0.22306 -1.27438 0.3 -0.3 -0.3
H -0.00711 -1.27796 -2.66084 -0.1 0.1 0.1
H -2.13823 0.27709 -0.60911 0.1 -0.1 -0.1
```
Positions in Å, forces in eV/Å.

Its energy above the lowest of the compared OMol25 structures with the same formula, charge and spin is 243.24 kJ/mol. The value obtained for the HOMO-LUMO gap is 10.070 eV. The SMILES is N#CC=C=O.C#C. For the calculated total energy, the calculation gives -8767.48540 eV.

---

DFT (ωB97M-V/def2-TZVPD) results for C5H3NO in the gas phase in a non-equilibrium geometry.

The geometry in XYZ format:
```
10
Properties=species:S:1:pos:R:3:forces:R:3
C -2.08448 0.15271 1.41683 1.5 -2.1 -0.2
C -1.94924 -0.99715 0.75239 -2.8 -0.1 -1.3
C -0.93489 0.67491 1.97497 2.1 1.7 0.0
C 0.26246 -0.76835 -0.04237 0.6 -0.3 0.7
C 1.33588 -0.29088 -0.57202 -1.9 -0.8 0.5
N 0.17559 0.99167 2.08242 -0.4 -0.2 0.6
O -0.65366 -1.42254 0.41279 2.2 -0.2 0.0
H -3.04867 0.44191 1.53702 -2.5 1.2 0.8
H 1.36758 -0.04994 -1.56713 -0.1 0.2 -2.5
H 2.15905 -0.00465 -0.02124 1.4 0.6 1.6
```
Positions in Å, forces in eV/Å.

Its energy above the lowest of the compared OMol25 structures with the same formula, charge and spin is 562.14 kJ/mol. The value obtained for the HOMO-LUMO gap (spin up / spin down) is 7.929 / 7.931 eV. For the calculated total energy, the calculation gives -8764.18019 eV.

---

DFT (ωB97M-V/def2-TZVPD) results for C5H3NO2 in the gas phase in a non-equilibrium geometry.

The geometry in XYZ format:
```
11
Properties=species:S:1:pos:R:3:forces:R:3
N 1.33182 -1.99613 -1.08376 -3.2 2.2 1.6
C 0.46361 -1.38860 -0.55283 5.3 -2.6 -2.3
C -0.47130 -0.74677 0.29912 -3.5 -0.1 -0.5
O -0.98964 -1.42569 1.15194 0.5 0.4 0.9
C -1.24932 0.42177 -0.28192 -0.2 0.7 0.4
C -0.76107 1.65106 -0.39204 0.5 -1.5 -0.6
C 0.59172 1.90326 -0.00582 2.3 -0.1 2.9
O 1.20727 1.08816 0.69022 -0.6 0.7 -1.3
H -2.30892 0.29689 -0.54746 0.6 -0.6 0.2
H -1.24080 2.40900 -0.90297 -1.4 1.5 -0.7
H 1.04407 2.92282 -0.09959 -0.3 -0.6 -0.6
```
Positions in Å, forces in eV/Å.

Its energy above the lowest of the compared OMol25 structures with the same formula, charge and spin is 158.11 kJ/mol. The value obtained for the HOMO-LUMO gap is 9.604 eV. The SMILES is N#CC(=O)/C=C\C=O. For the calculated total energy, the calculation gives -10815.77568 eV.

---

DFT (ωB97M-V/def2-TZVPD) results for C5H3NO2 in the gas phase in a non-equilibrium geometry.

The geometry in XYZ format:
```
11
Properties=species:S:1:pos:R:3:forces:R:3
C -2.94321 -0.24484 -0.05561 0.9 1.7 -1.4
C -1.69869 -0.22634 -0.09136 -1.1 -1.6 0.9
C -0.17279 -0.23374 0.07174 -1.0 0.5 0.4
C 1.01674 -1.07355 0.36539 -4.5 5.1 -2.4
C 2.06370 -0.13120 -0.02921 3.7 -2.3 1.4
O 3.24546 -0.39757 -0.33816 -3.7 1.6 0.7
O 1.58241 1.12019 0.30386 -0.6 1.1 -2.3
N 0.17689 1.10422 -0.16290 3.2 -0.7 1.6
H -4.05247 0.11288 -0.31880 3.1 -1.4 1.0
H 0.98469 -2.08443 0.19298 0.2 -2.2 -0.1
H -0.20272 2.05438 0.06209 -0.2 -1.9 0.1
```
Positions in Å, forces in eV/Å.

Its energy above the lowest of the compared OMol25 structures with the same formula, charge and spin is 462.59 kJ/mol. The value obtained for the HOMO-LUMO gap is 9.011 eV. The SMILES is C#Cc1cc(=O)o[nH]1. For the calculated total energy, the calculation gives -10812.61997 eV.